76
Properties=species:S:1:pos:R:3:forces:R:3 method="wB97M-V/def2-TZVPD" total_energy_ha=-6646.64896 total_charge=-1 orbital_gap_ev=6.29 e_above_lowest_kcal_mol=34.4
K -0.284045 -0.640481 -0.656068 -0.449 1.951 2.079
C 2.457838 2.729219 3.039496 0.018 -0.052 0.088
C 1.628781 1.699141 2.322153 0.061 -0.229 0.110
N 0.912358 1.947298 1.300203 -0.032 0.145 -0.042
N 0.867249 3.224771 0.853353 -0.197 -0.332 -0.364
C 0.082424 3.547438 -0.227218 0.010 -0.063 0.171
N 0.109004 4.882916 -0.494989 -0.089 -0.035 -0.060
S -0.828239 2.481057 -1.086241 0.030 0.332 -0.141
C 1.588199 0.288324 2.820980 -0.122 0.105 -0.229
C 1.912330 -0.021758 4.133259 0.023 -0.027 0.171
C 1.790913 -1.338041 4.557925 0.022 0.073 0.012
C 1.353917 -2.296299 3.665238 -0.005 -0.049 0.022
C 1.056515 -1.897734 2.368216 0.009 0.228 -0.153
N 1.175462 -0.636877 1.954967 0.018 -0.359 -0.067
H 2.923898 3.416706 2.330240 0.044 -0.022 0.023
H 3.261881 2.255892 3.598254 -0.013 0.019 0.020
H 1.855734 3.316596 3.739217 0.005 -0.006 -0.017
H 1.338087 3.960447 1.348551 0.057 0.157 0.184
H 0.803193 5.493629 -0.099622 0.008 -0.025 -0.032
H -0.355106 5.167037 -1.338376 0.001 0.035 -0.006
H 2.222886 0.748143 4.827242 0.010 -0.017 -0.008
H 2.030109 -1.603245 5.578948 -0.007 -0.001 0.042
H 1.236356 -3.331536 3.959742 0.001 0.049 -0.020
H 0.715797 -2.612892 1.620988 0.056 0.132 0.082
C -0.435387 -4.948234 -0.628326 0.000 -0.057 -0.070
C -0.234709 -3.610267 -1.328167 -0.063 -0.226 -0.154
O 0.512854 -2.795767 -0.780477 0.384 -1.368 -0.038
C -0.964534 -3.354463 -2.561938 -0.096 0.229 -0.105
C -1.788466 -4.363437 -3.124224 0.092 -0.007 0.191
C -2.572139 -4.162384 -4.226560 0.012 0.132 -0.083
C -2.576122 -2.877999 -4.825826 -0.027 -0.102 0.105
C -1.792926 -1.874211 -4.342527 0.014 -0.041 -0.039
C -0.908852 -2.052040 -3.212220 0.123 -0.133 -0.063
O -0.169947 -1.103799 -2.832737 -0.101 -0.437 -1.774
H 0.162286 -4.946074 0.279822 0.011 0.002 0.010
H -0.121106 -5.782663 -1.261442 -0.046 0.054 0.043
H -1.486655 -5.094283 -0.367859 0.071 -0.007 -0.025
H -1.800295 -5.345228 -2.663872 -0.015 0.053 0.022
H -3.184605 -4.962526 -4.623366 0.011 0.040 0.010
H -3.229173 -2.689623 -5.672236 0.031 0.004 0.000
H -1.802145 -0.885211 -4.790836 0.027 -0.084 0.034
F -5.748151 0.587997 4.429766 0.028 0.092 -0.056
C -5.575509 -0.745180 4.454080 0.024 0.071 -0.138
C -5.129701 -1.427716 3.340880 0.140 -0.054 -0.142
C -4.967983 -2.795564 3.497012 -0.092 0.059 0.005
F -4.543542 -3.553863 2.478404 0.125 0.066 -0.079
C -5.249494 -3.453218 4.676163 -0.001 -0.048 0.000
F -5.095419 -4.776547 4.788675 0.010 -0.089 -0.011
C -5.702791 -2.728666 5.759400 -0.009 -0.125 0.103
F -5.987102 -3.346248 6.908212 -0.012 -0.079 0.118
C -5.863323 -1.367473 5.652366 -0.063 0.060 0.088
F -6.295033 -0.668336 6.708674 -0.035 0.065 0.061
Ge -4.406198 -0.577863 1.670939 -0.365 -0.125 0.273
S -2.318788 -0.650542 1.783081 0.104 -0.064 -0.015
C -5.373490 -1.460599 0.159434 0.317 -0.022 -0.113
C -6.408768 -2.373223 0.237401 0.037 -0.047 0.077
F -6.917824 -2.768288 1.415781 0.005 0.091 -0.014
C -6.986016 -2.933792 -0.885504 -0.124 -0.069 0.001
F -7.985695 -3.818243 -0.775226 -0.013 -0.020 0.014
C -6.543754 -2.565132 -2.137910 -0.077 -0.084 -0.072
F -7.115109 -3.084970 -3.224902 -0.042 -0.038 -0.081
C -5.527593 -1.642609 -2.265394 0.018 0.022 0.027
F -5.145436 -1.251157 -3.476890 0.091 0.054 -0.140
C -4.957094 -1.121017 -1.120726 -0.049 0.114 0.082
F -3.993025 -0.202872 -1.290798 0.001 -0.031 0.068
C -5.338007 1.185440 1.577867 0.265 0.160 0.048
C -6.713711 1.251993 1.690998 0.045 -0.075 -0.035
F -7.434101 0.127706 1.843401 0.026 -0.074 0.023
C -7.415178 2.437555 1.674555 -0.171 -0.007 -0.004
F -8.748230 2.459148 1.794413 -0.048 -0.010 0.005
C -6.724040 3.621823 1.534650 -0.064 0.139 0.000
F -7.385652 4.781186 1.513624 -0.041 0.082 -0.002
C -5.352134 3.606172 1.415067 0.046 0.018 -0.011
F -4.693716 4.762697 1.279751 0.057 0.044 -0.007
C -4.676243 2.397325 1.438502 -0.097 -0.067 -0.020
F -3.353370 2.464860 1.319384 0.072 -0.069 0.018